ORCA calculation (ωB97M-V/def2-TZVPD) on a cluster of 9 separate species, C81H171N9O9 in total.

ORCA input file:
```
! wB97M-V def2-TZVPD RIJCOSX def2/J DEFGRID3
* xyz 0 1
C 28.947 -2.459 -14.455
C 28.015 -1.691 -15.351
C 26.954 -2.713 -15.807
C 27.479 -0.588 -14.396
C 26.817 0.685 -15.043
C 27.763 1.173 -16.167
C 28.311 0.118 -17.191
C 27.249 -0.282 -18.281
C 29.554 0.776 -17.819
N 28.810 -0.999 -16.369
O 29.711 -1.911 -17.026
H 28.417 -3.009 -13.678
H 29.376 -3.294 -15.009
H 29.765 -1.859 -14.057
H 26.124 -2.180 -16.271
H 27.384 -3.387 -16.548
H 26.514 -3.311 -15.009
H 26.659 -1.087 -13.880
H 28.146 -0.287 -13.589
H 25.821 0.460 -15.427
H 26.719 1.486 -14.310
H 28.620 1.619 -15.662
H 27.496 2.135 -16.604
H 26.247 -0.512 -17.919
H 27.615 -1.170 -18.797
H 27.130 0.491 -19.041
H 29.921 0.144 -18.628
H 30.450 0.883 -17.208
H 29.216 1.737 -18.205
H 30.572 -1.718 -16.648
C 20.714 -1.515 -24.663
C 20.555 -0.017 -25.199
C 19.158 0.553 -24.756
C 21.647 0.889 -24.540
C 23.051 0.659 -25.058
C 23.089 0.817 -26.639
C 21.970 0.028 -27.342
C 21.791 0.626 -28.781
C 22.476 -1.402 -27.425
N 20.610 0.181 -26.648
O 19.605 -0.546 -27.270
H 20.070 -1.772 -23.822
H 20.377 -2.241 -25.403
H 21.711 -1.752 -24.292
H 19.043 0.680 -23.680
H 18.996 1.527 -25.217
H 18.256 -0.041 -24.905
H 21.367 1.936 -24.650
H 21.565 0.699 -23.470
H 23.686 1.397 -24.568
H 23.346 -0.354 -24.783
H 24.094 0.497 -26.912
H 22.794 1.861 -26.739
H 21.101 0.017 -29.364
H 22.676 0.618 -29.419
H 21.327 1.612 -28.770
H 23.466 -1.469 -27.876
H 21.855 -2.055 -28.039
H 22.511 -1.991 -26.509
H 19.058 0.169 -27.603
C 15.881 -4.842 -14.491
C 17.308 -4.443 -14.127
C 17.704 -5.171 -12.775
C 18.205 -5.073 -15.232
C 18.138 -4.199 -16.488
C 18.418 -2.757 -16.183
C 17.687 -2.131 -15.027
C 18.445 -0.910 -14.672
C 16.326 -1.622 -15.439
N 17.563 -3.073 -13.896
O 16.983 -2.383 -12.804
H 15.273 -4.263 -13.795
H 15.608 -4.591 -15.516
H 15.672 -5.903 -14.350
H 17.585 -6.223 -13.034
H 18.715 -4.964 -12.425
H 16.990 -4.859 -12.013
H 19.248 -5.183 -14.935
H 17.843 -6.040 -15.581
H 18.941 -4.541 -17.141
H 17.271 -4.389 -17.122
H 18.026 -2.331 -17.107
H 19.492 -2.571 -16.197
H 17.967 -0.380 -13.847
H 18.420 -0.178 -15.479
H 19.507 -1.034 -14.464
H 15.551 -2.341 -15.701
H 16.247 -0.942 -16.288
H 15.880 -1.096 -14.594
H 17.662 -2.478 -12.133
C 16.416 -5.737 -22.216
C 16.453 -7.217 -22.728
C 15.508 -8.084 -21.919
C 15.969 -7.202 -24.182
C 16.321 -8.455 -24.948
C 17.828 -8.734 -24.892
C 18.360 -8.832 -23.482
C 17.997 -10.258 -22.821
C 19.874 -8.635 -23.659
N 17.885 -7.747 -22.656
O 18.464 -7.849 -21.410
H 16.530 -5.647 -21.136
H 17.184 -5.094 -22.646
H 15.503 -5.297 -22.619
H 15.370 -9.079 -22.343
H 15.964 -8.266 -20.946
H 14.487 -7.706 -21.976
H 14.906 -7.309 -24.399
H 16.261 -6.398 -24.859
H 15.826 -9.348 -24.568
H 15.833 -8.289 -25.908
H 18.520 -8.176 -25.523
H 17.852 -9.747 -25.292
H 18.505 -10.183 -21.860
H 18.321 -11.088 -23.448
H 16.949 -10.447 -22.588
H 20.305 -8.775 -22.667
H 20.083 -7.598 -23.923
H 20.341 -9.275 -24.407
H 19.038 -7.079 -21.405
C 22.451 4.380 -20.039
C 23.233 3.135 -19.723
C 23.556 2.272 -21.071
C 24.666 3.443 -19.331
C 24.931 3.674 -17.816
C 24.281 2.571 -17.047
C 22.717 2.400 -17.347
C 22.353 1.053 -16.735
C 22.081 3.595 -16.706
N 22.511 2.194 -18.813
O 21.251 1.879 -19.250
H 21.470 4.141 -20.451
H 22.260 5.059 -19.209
H 22.974 5.035 -20.736
H 22.614 1.924 -21.492
H 24.055 2.877 -21.828
H 24.139 1.398 -20.782
H 25.390 2.757 -19.770
H 24.956 4.412 -19.738
H 25.995 3.837 -17.644
H 24.433 4.624 -17.621
H 24.355 2.746 -15.974
H 24.793 1.644 -17.307
H 22.994 0.221 -17.026
H 21.392 0.679 -17.088
H 22.362 1.154 -15.650
H 22.479 4.569 -16.990
H 22.202 3.538 -15.624
H 21.059 3.757 -17.050
H 21.273 0.924 -19.158
C 21.348 -11.061 -17.375
C 20.537 -10.588 -18.631
C 19.379 -9.744 -18.037
C 21.365 -9.652 -19.529
C 22.312 -10.342 -20.414
C 21.709 -11.456 -21.275
C 20.814 -12.440 -20.461
C 19.919 -13.074 -21.531
C 21.735 -13.512 -19.926
N 20.076 -11.750 -19.380
O 19.220 -12.555 -18.671
H 21.931 -10.324 -16.824
H 20.749 -11.676 -16.703
H 22.187 -11.688 -17.678
H 18.675 -9.460 -18.819
H 18.844 -10.242 -17.228
H 19.671 -8.857 -17.477
H 20.636 -9.078 -20.102
H 21.822 -8.828 -18.981
H 22.862 -9.680 -21.083
H 23.071 -10.782 -19.767
H 22.575 -11.878 -21.786
H 21.113 -11.027 -22.080
H 20.439 -13.253 -22.472
H 19.037 -12.482 -21.772
H 19.589 -14.016 -21.093
H 22.403 -13.118 -19.159
H 22.280 -14.047 -20.703
H 21.138 -14.272 -19.422
H 18.371 -12.455 -19.107
C 28.163 -0.739 -24.269
C 28.063 0.496 -23.355
C 26.733 0.305 -22.540
C 29.291 0.453 -22.410
C 29.490 1.757 -21.558
C 29.514 3.006 -22.505
C 28.411 3.044 -23.568
C 27.134 3.598 -22.853
C 28.829 4.082 -24.609
N 28.166 1.714 -24.196
O 27.170 1.715 -25.106
H 28.594 -1.643 -23.839
H 27.150 -0.896 -24.641
H 28.763 -0.556 -25.160
H 26.588 1.099 -21.808
H 25.846 0.491 -23.147
H 26.614 -0.656 -22.038
H 29.242 -0.361 -21.687
H 30.238 0.260 -22.914
H 28.569 1.771 -20.974
H 30.378 1.638 -20.937
H 30.490 3.113 -22.979
H 29.534 3.950 -21.960
H 26.297 3.690 -23.545
H 27.240 4.642 -22.560
H 26.714 3.202 -21.927
H 27.997 4.206 -25.302
H 29.731 3.746 -25.121
H 29.099 4.989 -24.067
H 27.701 1.872 -25.890
C 20.914 -5.935 -21.468
C 22.176 -5.017 -21.320
C 23.286 -5.755 -20.407
C 22.702 -4.480 -22.677
C 23.815 -3.454 -22.517
C 23.291 -2.306 -21.768
C 22.661 -2.614 -20.411
C 23.800 -2.743 -19.356
C 21.711 -1.407 -19.981
N 21.763 -3.796 -20.588
O 21.172 -4.137 -19.396
H 21.319 -6.834 -21.933
H 20.418 -6.218 -20.539
H 20.163 -5.569 -22.168
H 24.322 -5.489 -20.621
H 23.097 -5.877 -19.341
H 23.173 -6.811 -20.654
H 22.998 -5.276 -23.361
H 21.902 -4.062 -23.289
H 24.667 -3.888 -21.994
H 24.087 -3.081 -23.504
H 22.526 -1.758 -22.317
H 24.149 -1.688 -21.506
H 24.723 -3.243 -19.649
H 23.419 -3.127 -18.410
H 24.152 -1.774 -19.003
H 22.285 -0.485 -19.896
H 21.015 -1.583 -19.160
H 21.141 -1.395 -20.910
H 20.251 -3.996 -19.627
C 30.574 -5.205 -17.362
C 30.362 -5.751 -18.775
C 31.648 -6.048 -19.553
C 29.618 -7.134 -18.609
C 28.667 -7.509 -19.771
C 27.829 -6.342 -20.205
C 28.743 -5.070 -20.613
C 29.476 -5.429 -21.890
C 27.833 -3.847 -20.879
N 29.624 -4.750 -19.442
O 30.160 -3.417 -19.494
H 30.936 -5.943 -16.647
H 31.327 -4.417 -17.343
H 29.696 -4.802 -16.858
H 31.835 -7.014 -20.023
H 31.860 -5.294 -20.310
H 32.388 -5.858 -18.775
H 30.364 -7.926 -18.560
H 29.060 -7.201 -17.674
H 29.256 -7.909 -20.597
H 28.182 -8.449 -19.506
H 27.295 -6.086 -19.290
H 27.061 -6.513 -20.960
H 30.181 -6.245 -21.735
H 30.068 -4.570 -22.209
H 28.839 -5.750 -22.715
H 27.602 -3.503 -19.871
H 26.988 -3.999 -21.550
H 28.359 -2.930 -21.145
H 29.582 -3.010 -18.845
*
```

The SMILES is CC1(C)CCCC(C)(C)N1O.CC1(C)CCCC(C)(C)N1O.CC1(C)CCCC(C)(C)N1O.CC1(C)CCCC(C)(C)N1O.CC1(C)CCCC(C)(C)N1O.CC1(C)CCCC(C)(C)N1O.CC1(C)CCCC(C)(C)N1O.CC1(C)CCCC(C)(C)N1O.CC1(C)CCCC(C)(C)N1O. For the frontier orbital gap, the calculation gives 8.220 eV. For the relative energy (zero: lowest compared OMol25 entry of this formula, charge and spin), the calculation gives 789.43 kJ/mol.

Atomic partial charges in e from the Mulliken method, atoms 1 to 4: atom 1 (C): -1.981, atom 2 (C): 1.943, atom 3 (C): -1.441, atom 4 (C): -1.777